{
  "formula": "C58H168O26",
  "method": "ωB97M-V/def2-TZVPD",
  "elements": ["C", "O", "H", "H", "H", "H", "C", "O", "H", "H", "H", "H", "C", "O", "H", "H", "H", "H", "C", "O", "H", "H", "H", "H", "C", "O", "H", "H", "H", "H", "C", "O", "H", "H", "H", "H", "C", "O", "H", "H", "H", "H", "C", "O", "H", "H", "H", "H", "C", "O", "H", "H", "H", "H", "C", "O", "H", "H", "H", "H", "C", "C", "C", "O", "H", "H", "H", "H", "H", "H", "H", "H", "C", "C", "C", "O", "H", "H", "H", "H", "H", "H", "H", "H", "C", "C", "C", "O", "H", "H", "H", "H", "H", "H", "H", "H", "C", "C", "C", "O", "H", "H", "H", "H", "H", "H", "H", "H", "C", "C", "C", "O", "H", "H", "H", "H", "H", "H", "H", "H", "C", "C", "C", "O", "H", "H", "H", "H", "H", "H", "H", "H", "C", "C", "C", "O", "H", "H", "H", "H", "H", "H", "H", "H", "C", "C", "C", "O", "H", "H", "H", "H", "H", "H", "H", "H", "C", "C", "C", "O", "H", "H", "H", "H", "H", "H", "H", "H", "C", "C", "C", "O", "H", "H", "H", "H", "H", "H", "H", "H", "C", "C", "C", "O", "H", "H", "H", "H", "H", "H", "H", "H", "C", "C", "C", "O", "H", "H", "H", "H", "H", "H", "H", "H", "C", "C", "C", "O", "H", "H", "H", "H", "H", "H", "H", "H", "C", "C", "C", "O", "H", "H", "H", "H", "H", "H", "H", "H", "C", "C", "C", "O", "H", "H", "H", "H", "H", "H", "H", "H", "C", "C", "C", "O", "H", "H", "H", "H", "H", "H", "H", "H"],
  "xyz": [[2.605631, -4.299138, -4.109758], [3.565591, -4.206248, -5.106668], [1.823111, -4.977088, -4.450558], [3.068851, -4.718598, -3.216688], [2.200641, -3.296588, -3.972028], [3.151811, -3.643148, -5.764928], [-5.358289, -4.365578, -0.468858], [-6.214439, -3.906598, -1.518338], [-4.524979, -3.687258, -0.285608], [-5.926219, -4.468668, 0.455762], [-4.843359, -5.289298, -0.732878], [-5.682369, -3.927388, -2.317128], [-5.885069, -3.306438, 3.746522], [-5.066579, -2.658508, 2.808042], [-6.735169, -2.713918, 4.084692], [-6.335999, -4.139918, 3.207932], [-5.243349, -3.744178, 4.511162], [-5.659349, -2.132578, 2.266162], [-7.752409, -0.197998, 1.918222], [-6.843809, -1.192888, 1.465262], [-7.574789, 0.748032, 1.406762], [-8.776119, -0.531538, 1.748312], [-7.539289, 0.048862, 2.958292], [-6.812469, -1.112698, 0.509132], [-3.714819, 0.519432, 3.506932], [-3.242339, 1.392482, 2.506282], [-2.921129, 0.024062, 4.066172], [-4.225839, 1.135072, 4.247162], [-4.295589, -0.289778, 3.064222], [-3.987119, 1.968002, 2.317392], [-1.127439, 5.781212, -3.789918], [-0.534289, 7.025452, -3.501868], [-1.585809, 5.428512, -2.866018], [-1.913629, 5.943122, -4.527338], [-0.352229, 5.093282, -4.127438], [0.132211, 7.204122, -4.169298], [-5.163279, -4.790468, -4.827638], [-4.738849, -3.825358, -3.835598], [-6.248129, -4.714708, -4.753788], [-4.740689, -4.589508, -5.812088], [-4.754139, -5.765158, -4.561758], [-3.795499, -3.674828, -3.930678], [-5.164379, 3.855492, 2.855732], [-5.625919, 2.702612, 2.057752], [-4.289269, 3.707432, 3.488482], [-4.899539, 4.652482, 2.160912], [-5.975589, 4.261282, 3.460192], [-6.511709, 2.913842, 1.753842], [-1.648549, 5.888962, 0.966562], [-0.388909, 6.598962, 1.152002], [-2.475229, 6.546112, 0.696642], [-1.561159, 5.097532, 0.222182], [-1.863219, 5.329672, 1.877172], [-0.279529, 7.245782, 0.451102], [-1.681339, -2.988368, 2.953372], [-2.664359, -3.338398, 3.892912], [-1.902149, -3.447498, 1.989772], [-1.601609, -1.910628, 2.811182], [-0.723979, -3.381948, 3.294922], [-3.493489, -3.106448, 3.468222], [6.209741, -1.740218, -1.933628], [6.610811, -2.829448, -2.887508], [6.621551, -2.482698, -4.370608], [7.905861, -3.275528, -2.525428], [6.786321, -0.818418, -1.856558], [6.095501, -2.073318, -0.902078], [5.191331, -1.466218, -2.209048], [6.001381, -3.707858, -2.675188], [7.264191, -1.612458, -4.504048], [5.643241, -2.235968, -4.783098], [6.967651, -3.301818, -5.000978], [8.044321, -3.146858, -1.584218], [1.555201, 0.885032, -3.638028], [3.063221, 0.884082, -3.332408], [3.811311, 0.038552, -4.376458], [3.614981, 2.187012, -3.327898], [1.330321, 1.086862, -4.685308], [0.947921, 1.574372, -3.051418], [1.040781, -0.051778, -3.423868], [3.216171, 0.469602, -2.335958], [4.885321, 0.013972, -4.192068], [3.583691, 0.503172, -5.335838], [3.441241, -0.986238, -4.407028], [4.531941, 2.172462, -3.044038], [1.089101, -5.841448, 3.553312], [2.103561, -6.985028, 3.306782], [1.523561, -8.165408, 2.555862], [3.139571, -6.575328, 2.377972], [1.589461, -4.967918, 3.971272], [0.382951, -6.191628, 4.306192], [0.526321, -5.590178, 2.654282], [2.617371, -7.232408, 4.235702], [2.326571, -8.816788, 2.210932], [0.784821, -7.977898, 1.776632], [1.020461, -8.765608, 3.313982], [3.825651, -7.246128, 2.408282], [-6.813479, 0.811642, -1.861978], [-6.364869, -0.627808, -2.006868], [-4.943009, -0.812938, -1.412358], [-7.289839, -1.408228, -1.273098], [-5.982359, 1.514472, -1.919968], [-7.219189, 1.135602, -0.903568], [-7.610739, 1.055642, -2.564078], [-6.337809, -0.848038, -3.074048], [-4.515339, -1.763438, -1.731318], [-4.818809, -0.688518, -0.336628], [-4.334439, -0.048138, -1.894878], [-6.952689, -2.306178, -1.313348], [1.653391, -1.418618, 3.695812], [0.968501, -0.355568, 4.562342], [1.658171, -0.042198, 5.887722], [1.100371, 0.888272, 3.946012], [2.702231, -1.207698, 3.487112], [1.215541, -1.620988, 2.718352], [1.690441, -2.387178, 4.194422], [-0.071659, -0.607128, 4.769442], [2.729381, 0.115862, 5.762712], [1.512341, -0.903548, 6.539562], [1.147061, 0.783192, 6.383302], [0.696971, 0.853232, 3.075582], [-1.945529, 1.814952, -4.339618], [-3.017859, 1.972242, -5.410318], [-4.334669, 1.274092, -4.905978], [-3.377949, 3.351842, -5.623878], [-1.378749, 0.884762, -4.379668], [-2.394689, 1.869972, -3.347988], [-1.181989, 2.586032, -4.442328], [-2.623529, 1.589642, -6.351708], [-4.945439, 1.007922, -5.768658], [-4.987059, 1.850042, -4.249648], [-4.127259, 0.299842, -4.463348], [-3.647279, 3.719372, -4.778908], [5.196511, -4.706238, 0.590542], [4.469681, -3.588078, 1.289792], [3.154481, -3.109478, 0.535042], [4.092701, -4.005668, 2.606022], [4.739851, -5.681228, 0.760742], [6.252691, -4.696608, 0.859772], [5.230991, -4.529108, -0.484418], [5.076651, -2.682728, 1.286252], [3.308461, -2.732728, -0.476128], [2.733571, -2.224078, 1.011482], [2.413211, -3.908258, 0.558972], [3.742431, -4.884098, 2.440902], [-3.864049, 3.490922, -1.126458], [-4.766539, 4.521252, -1.823268], [-4.865439, 5.894862, -1.091628], [-4.379079, 4.691342, -3.193078], [-4.082599, 3.443782, -0.059638], [-2.808969, 3.717932, -1.279328], [-3.884519, 2.459602, -1.478678], [-5.755669, 4.075332, -1.927538], [-4.963329, 5.741922, -0.016858], [-5.779689, 6.401852, -1.400178], [-3.996359, 6.539622, -1.222338], [-4.859619, 5.437612, -3.558798], [-2.226389, -2.763498, -6.399618], [-1.249419, -3.267888, -5.267868], [-0.434809, -2.243088, -4.455728], [-2.049079, -3.972048, -4.282278], [-2.676899, -3.615128, -6.909368], [-1.681789, -2.176018, -7.138798], [-2.968879, -2.044948, -6.052478], [-0.593819, -4.063448, -5.621938], [-1.095689, -1.427078, -4.163378], [0.290481, -1.823828, -5.153068], [-0.028029, -2.721848, -3.564988], [-1.540149, -4.377058, -3.576188], [1.087841, 0.520002, 0.021372], [-0.389149, 0.734422, 0.284882], [-1.352829, -0.421328, 0.064922], [-0.437279, 1.131042, 1.652062], [1.609511, 1.477042, 0.014952], [1.378891, 0.057462, -0.921738], [1.570691, 0.026222, 0.864662], [-0.771499, 1.577812, -0.290088], [-1.022029, -1.297948, 0.621892], [-1.450769, -0.679498, -0.989528], [-2.390649, -0.170068, 0.283802], [-1.353759, 1.092562, 1.935242], [3.143851, 5.212402, 4.963372], [2.215491, 4.168252, 4.321312], [2.435531, 3.855702, 2.860302], [2.586981, 2.935082, 5.024582], [3.087181, 5.114002, 6.047442], [2.851401, 6.189132, 4.577932], [4.199581, 5.078372, 4.727602], [1.141511, 4.320682, 4.428262], [1.825731, 3.032832, 2.487302], [3.464111, 3.525612, 2.714882], [2.224731, 4.708832, 2.215452], [2.210461, 2.219842, 4.506632], [-0.550959, 4.905612, 6.712972], [-1.849259, 4.855242, 5.856992], [-2.645579, 3.597532, 6.139982], [-2.607469, 5.951682, 6.314972], [-0.790359, 4.763652, 7.766842], [0.057761, 5.788932, 6.519802], [0.168791, 4.119112, 6.486062], [-1.654989, 5.013562, 4.796192], [-3.553089, 3.586502, 5.536322], [-3.041349, 3.585522, 7.155522], [-2.035779, 2.729252, 5.890322], [-1.965989, 6.662202, 6.387492], [6.896891, 3.145112, -0.085598], [6.228531, 1.943922, -0.654528], [4.905861, 1.776502, -0.002318], [6.121331, 1.966932, -2.044298], [7.385701, 2.776162, 0.816092], [6.218091, 3.978812, 0.094042], [7.669611, 3.424822, -0.801668], [6.764891, 1.054442, -0.324018], [4.592981, 0.740042, -0.128598], [4.075671, 2.377282, -0.373728], [5.033261, 1.952052, 1.065892], [6.980191, 2.107662, -2.449468], [1.620081, 4.521342, -1.188538], [2.364961, 5.574702, -1.973478], [3.679431, 5.976032, -1.339108], [2.637121, 4.988842, -3.271328], [0.852981, 4.107792, -1.843248], [1.228391, 5.012892, -0.297998], [2.250791, 3.710622, -0.823778], [1.707131, 6.428022, -2.138408], [4.327531, 6.669162, -1.875428], [4.293921, 5.199682, -0.883278], [3.564081, 6.613652, -0.462618], [2.827551, 4.062612, -3.105638], [4.986991, 0.622592, 3.503152], [5.816811, -0.667478, 3.339652], [6.590291, -0.619218, 2.030302], [6.648451, -0.713088, 4.404982], [4.604721, 0.733212, 4.517912], [4.118381, 0.663792, 2.845942], [5.539801, 1.527302, 3.250182], [5.172111, -1.534528, 3.483432], [7.314871, 0.194022, 1.988632], [5.968461, -0.446688, 1.151852], [7.183971, -1.518278, 1.864992], [7.005141, -1.604128, 4.425522], [1.072281, -6.128298, -0.746328], [-0.217999, -5.355668, -1.046658], [-0.245929, -3.935958, -0.583428], [-0.351409, -5.379858, -2.437288], [1.400241, -5.996308, 0.284752], [1.888451, -5.714748, -1.338728], [0.874141, -7.185298, -0.924028], [-1.019609, -5.877718, -0.524188], [0.389011, -3.362268, -1.258578], [0.229221, -3.883478, 0.396152], [-1.288789, -3.621648, -0.625268], [-0.289499, -6.279808, -2.765708]],
  "forces_ev_per_angstrom": [[-0.53, -0.19, 0.22], [0.99, 0.20, -0.98], [-0.41, -0.06, 0.34], [-0.11, 0.25, 0.10], [-0.31, -0.13, 0.76], [0.42, -0.05, -0.40], [0.30, 0.17, -0.16], [-0.03, -0.33, 1.12], [-0.10, 0.51, 0.13], [-0.02, -0.09, -0.19], [-0.43, -0.42, -0.02], [0.36, 0.13, -0.86], [-0.33, -1.26, -0.75], [0.65, 0.28, 0.37], [0.37, 0.32, 0.48], [-0.29, -0.45, 0.24], [-0.31, 0.38, 0.35], [-0.23, 0.57, -0.60], [0.37, 0.18, 0.01], [0.00, 0.40, 0.71], [-0.13, 0.01, -0.35], [-0.08, 0.16, 0.24], [-0.21, -0.46, 0.14], [-0.22, -0.34, -0.81], [-0.01, -0.25, 0.50], [0.92, -0.03, -0.19], [0.49, 0.20, -0.31], [-0.58, -0.41, 0.12], [-0.46, 0.16, 0.25], [-0.03, -0.13, -0.53], [-0.05, 0.17, 0.02], [0.40, 0.76, 0.41], [0.01, -0.17, -0.07], [-0.04, -0.50, -0.19], [-0.27, -0.34, -0.10], [0.03, 0.03, 0.00], [0.62, 0.56, 1.07], [-0.73, -0.14, -0.41], [0.11, -0.52, -0.58], [-0.40, 0.44, -0.11], [-0.45, -0.27, 0.15], [0.78, -0.11, -0.09], [-0.97, 0.63, -1.01], [0.84, 0.87, 1.24], [-0.18, -0.86, -0.22], [0.15, 0.09, -0.09], [-0.01, -0.28, 0.19], [0.00, -0.02, -0.02], [1.04, -0.04, 0.02], [-1.05, -0.64, 0.15], [0.05, 0.09, 0.16], [0.17, 0.16, -0.42], [0.01, 0.45, 0.27], [-0.13, -0.04, -0.17], [0.18, -0.34, 0.00], [0.35, -0.10, 0.31], [0.05, -0.01, -0.30], [0.08, 0.21, 0.03], [0.07, 0.12, 0.04], [-0.51, 0.21, -0.06], [-1.58, 0.63, 0.16], [0.56, -0.59, 0.55], [-0.12, 0.28, 0.09], [1.33, -0.17, -0.42], [0.37, -0.13, -0.65], [0.23, -0.51, 0.09], [-0.20, 0.41, 0.00], [-0.81, 0.11, -0.36], [0.15, -0.02, -0.16], [-0.16, 0.04, 0.41], [0.29, -0.08, 0.33], [-0.11, 0.00, 0.01], [-0.29, 0.31, 0.05], [0.11, -0.69, -0.13], [-0.59, 0.26, 0.21], [-1.22, 0.68, -0.41], [0.26, 0.20, -0.14], [0.44, 0.49, 0.14], [0.58, -0.49, 0.05], [-0.04, -0.28, 0.22], [-0.04, 0.11, -0.04], [0.32, -0.06, -0.18], [-0.03, -0.14, 0.09], [0.42, -0.26, 0.29], [0.78, -0.79, 0.17], [-0.15, 0.63, -1.73], [-0.73, -1.30, 1.93], [0.24, 1.28, 0.21], [0.01, 0.08, -0.20], [-0.11, -0.01, -0.03], [0.15, 0.06, -0.06], [-0.35, -0.33, 0.15], [-0.04, 0.11, -0.30], [0.37, 0.46, -0.04], [-0.43, -0.34, -0.06], [0.09, -0.03, -0.04], [-0.19, 1.06, 0.09], [0.75, 0.83, 1.75], [0.08, 0.26, -1.31], [-0.34, 0.47, -0.23], [0.11, -0.04, -0.81], [-0.16, -0.88, 0.48], [0.21, 0.11, -0.25], [-0.06, -0.42, -0.05], [-0.07, -0.16, 0.19], [-0.46, -0.01, 0.07], [0.32, 0.08, 0.04], [0.02, -1.11, -0.06], [0.29, -0.72, 0.50], [1.40, 0.18, 0.38], [-0.52, -1.73, 0.50], [-0.45, 0.91, -1.04], [0.06, 0.47, 0.20], [-0.52, 0.35, 0.02], [-0.19, -0.12, 0.19], [-0.27, -0.09, -0.20], [-0.14, 0.26, -0.01], [0.26, -0.15, 0.26], [0.29, 0.20, -0.25], [-0.36, 0.25, -0.62], [0.46, 0.35, 0.09], [-1.49, 0.49, 1.57], [0.58, -1.00, -1.53], [0.84, -0.58, -0.66], [-0.31, -0.31, -0.22], [0.05, 0.17, 0.12], [-0.08, 0.24, 0.05], [-0.45, -0.01, -0.11], [-0.18, 0.24, -0.17], [0.55, 0.33, 0.14], [0.18, -0.02, 0.38], [-0.12, 0.09, 0.43], [0.60, 0.30, -0.80], [-2.03, 0.76, -0.71], [0.75, -0.13, 0.54], [0.76, 1.17, -0.53], [0.07, 0.07, 0.02], [-0.02, -0.37, 0.44], [-0.26, -0.02, -0.21], [0.31, -0.18, 0.68], [0.34, -0.53, -0.34], [-0.02, -0.18, 0.57], [0.01, 0.02, -0.17], [-0.32, -0.65, 0.48], [0.57, 0.28, -0.26], [-0.24, -0.11, 0.03], [-0.14, -0.99, 0.02], [0.77, -0.06, 0.06], [0.01, 0.15, 0.01], [0.12, 0.54, 0.24], [-0.75, 0.03, -0.39], [-0.38, 0.07, 0.69], [-0.05, -0.14, 0.07], [0.13, 0.20, -0.18], [0.03, -0.15, -0.34], [-0.08, 0.10, -0.02], [1.40, 0.07, 0.82], [-0.79, -0.48, 1.23], [-0.90, 0.14, -1.58], [-1.49, 0.35, -0.75], [-0.10, 0.10, 0.16], [0.35, -0.24, -0.12], [-0.22, -0.37, 0.47], [0.31, 0.33, -0.70], [-0.04, 0.02, 0.19], [0.53, 0.12, 0.43], [0.29, 0.11, -0.25], [0.70, -0.10, 0.16], [0.61, 0.33, -0.12], [-0.42, 0.18, 0.18], [0.25, -0.31, -0.64], [0.26, -0.09, 0.23], [-0.22, 0.35, -0.07], [-0.39, -0.30, 0.03], [-0.23, -0.56, -0.04], [0.16, 0.19, -0.39], [-0.18, -0.08, 0.03], [0.54, -0.16, -0.26], [0.11, 0.23, 0.70], [-0.60, 0.31, 0.27], [-0.84, -0.01, -0.72], [1.42, -2.09, 0.52], [0.49, 0.48, -0.70], [-0.22, 1.17, 0.09], [-0.33, 0.34, -0.03], [0.04, 0.30, 0.44], [-0.10, -0.38, -0.37], [-0.03, 0.57, 0.54], [-0.35, -0.01, 0.31], [0.23, 0.21, -0.04], [0.08, 0.16, -0.07], [-0.33, -0.55, 0.03], [0.32, -1.08, -0.84], [1.02, 0.00, 1.55], [-0.25, 0.19, -0.61], [-0.75, 0.68, -0.08], [-0.14, 0.42, 0.00], [-0.37, 0.46, 0.21], [-0.18, -0.42, -0.24], [0.25, -0.42, -0.21], [0.04, -0.08, -0.30], [0.55, -0.06, 0.21], [-0.17, -0.15, 0.21], [-0.26, 0.37, 0.10], [1.02, 0.05, -0.29], [-0.23, -0.22, 0.92], [-1.24, -0.87, 0.17], [-0.50, -0.10, -1.17], [0.00, 0.65, 0.29], [0.12, -0.03, 0.04], [0.26, 0.46, 0.23], [0.58, -0.14, -0.32], [-0.28, -0.16, 0.10], [0.28, 0.41, -0.16], [-0.17, -0.01, -0.04], [0.12, 0.03, 0.05], [-0.12, 0.57, 0.70], [1.00, -1.22, -0.99], [0.54, 1.36, 1.48], [-0.29, 0.93, 0.10], [-0.28, 0.03, 0.30], [-0.52, -0.26, 0.10], [0.26, -0.04, -0.25], [0.13, 0.08, -0.07], [-0.11, -0.51, -0.95], [-0.11, -0.63, -0.68], [-0.87, 0.07, 0.45], [0.26, -0.49, -0.25], [-0.40, -0.14, -0.22], [-1.89, 1.53, -1.28], [0.17, -0.27, -0.58], [2.29, -0.18, 2.17], [0.15, -0.08, 0.02], [-0.12, -0.33, -0.11], [0.43, -0.07, 0.20], [-0.51, -0.15, -1.00], [-0.02, 0.24, 0.55], [-0.31, -0.32, 0.07], [-0.09, -0.28, -0.02], [0.31, -0.02, 0.33], [-0.18, 0.73, 0.65], [1.25, -1.13, 1.11], [0.44, -0.13, -0.40], [-0.97, 0.42, -1.36], [-0.18, -0.24, 0.18], [-0.02, -0.30, -0.31], [0.42, -0.07, -0.16], [-0.41, -0.23, -0.23], [-0.13, 0.35, -0.04], [-0.55, 0.24, 0.19], [0.22, 0.56, 0.28], [0.01, -0.15, 0.04]],
  "mulliken_charge": [0.0865, -0.5873, 0.2251, 0.1003, -0.2061, 0.3305, -0.4192, -0.5697, 0.0522, 0.1241, 0.3912, 0.4601, -0.8784, -0.6154, 0.2869, 0.2508, 0.3888, 0.3431, -0.5811, -0.5711, -0.1041, 0.3114, 0.3623, 0.2242, -0.4641, 0.2403, 0.1574, 0.3346, 0.0670, -0.0493, -0.1854, -0.6082, -0.2291, 0.3488, 0.3377, 0.3201, -0.7455, -0.3770, 0.2689, 0.2299, 0.2755, 0.3683, -0.1778, -0.6259, -0.0402, -0.1727, 0.4853, 0.2804, 0.0436, -0.5275, 0.3892, -0.0092, -0.1821, 0.2848, 0.3345, -0.6239, 0.3182, -0.2422, -0.1310, 0.7425, -0.3649, 1.1895, -1.4617, -0.6581, 0.5688, -0.0868, -0.3692, -0.1337, 0.4275, 0.1174, 0.3942, 0.3069, -1.5287, 2.5308, -1.2924, -0.5051, 0.7440, 0.0227, -0.0381, -0.7352, 0.3889, 0.4594, -0.0671, 0.1942, -0.9091, 0.1952, -1.3767, -0.3677, 0.2159, 0.4985, -0.0052, 0.5386, 0.4337, 0.1490, 0.4624, 0.1960, -1.0774, 0.5465, -0.0896, -0.6928, -0.2182, 0.0997, 0.4913, 0.3631, -0.0052, 0.2429, -0.1369, 0.5682, 0.1135, 1.0587, -1.6443, 1.1371, -0.5877, -0.2243, 0.2238, -0.0423, 0.2326, 0.5043, 0.3381, -0.5124, 0.1811, 0.0001, -0.7750, -0.6193, -0.0457, -0.2311, 0.1848, 0.4058, 0.4348, 0.2142, -0.0129, 0.3229, -1.0897, 2.0356, 0.8326, -0.6149, 0.1810, 0.3624, 0.0244, -1.2745, 0.3226, -0.2704, -1.0280, 0.3605, 1.0707, 0.4221, -1.2007, -0.3190, -0.1613, -0.2758, -0.6966, 0.2635, 0.1001, 0.4970, 0.2736, 0.2070, -1.5033, 0.5691, 0.0115, -0.6699, 0.3633, 0.4671, 0.2589, 0.2273, -0.1751, 0.4189, -0.3521, 0.1843, 1.0124, 1.4954, -0.8798, 0.3302, -0.6165, -0.1514, -0.8295, -0.4363, -0.6585, 0.3973, 0.3820, -0.5780, -1.8434, 1.6301, -0.9580, -0.5783, 0.4224, 0.4014, 0.3756, -0.1454, -0.2347, -0.0275, 0.6155, 0.0885, -1.3019, 1.1345, -1.0017, -0.6401, 0.4196, 0.5025, 0.0970, -0.2528, 0.1537, 0.4325, 0.1277, 0.3900, -1.5351, 0.8458, 1.0928, -0.5006, 0.3632, 0.2083, 0.4727, -0.0608, -0.6215, -0.4293, -0.1067, 0.2738, 0.3793, 0.5609, -1.4387, -0.6389, -0.0331, 0.2785, -0.8106, 0.4774, 0.4581, -0.0904, 0.4497, 0.3486, -1.3520, 0.9084, -0.6722, -0.6583, 0.4805, -0.1236, 0.7474, 0.0556, 0.4729, -0.6081, 0.4974, 0.4434, -0.1587, 0.3590, 0.4410, -0.2916, -0.5943, -0.2511, 0.6020, -0.0334, -0.1962, -0.2911, 0.2195, 0.2412],
  "mol_weight_g_mol": 1282.0,
  "fmax_ev_per_a": 3.16,
  "energy_ha": -4266.597458
}